Density functional theory data (ωB97M-V/def2-TZVPD) for 2 unconnected molecules or ions with the total composition CH9N5.

Each atom is followed by the atoms it is bonded to, with distances in Å.
Cartesian coordinates (Å):
1 C 9.09158 0.91369 0.00187  N2 1.321, H7 1.015, H8 1.061
2 N 8.32671 -0.13954 -0.22352  C1 1.321, N5 1.293, H9 1.040
3 N -8.99094 -0.55954 0.29603  N4 1.251, N6 1.262
4 N -9.49455 0.31081 1.04109  N3 1.251, H10 1.045, H11 1.079
5 N 7.04587 -0.26342 -0.10080  N2 1.293, H12 1.041, H13 0.990
6 N -9.30064 -0.82284 -0.89843  N3 1.262, H14 1.051, H15 1.022
7 H 8.72505 1.84089 0.19003  C1 1.015
8 H 10.13557 0.82244 -0.16224  C1 1.061
9 H 8.85002 -0.99227 -0.50832  N2 1.040
10 H -10.09552 1.11912 0.76228  N4 1.045
11 H -8.87124 0.34236 1.92182  N4 1.079
12 H 6.53903 -1.17031 -0.03943  N5 1.041
13 H 6.71774 0.46819 0.47910  N5 0.990
14 H -9.97302 -0.29441 -1.50892  N6 1.051
15 H -8.70565 -1.57516 -1.25055  N6 1.022

Values from the calculation:
LUMO level = -6.114 eV
multiplicity = 1
net charge = +2
molar mass = 91.1 u
calculated total energy = -316.583727 Ha
energy relative to the best compared isomer or geometry (same formula, charge and spin) = 67.7 kcal/mol

Taken from the natural (NBO) analysis, the atomic charges in e are: -0.02, -0.18, 0.17, -0.46, -0.56, -0.45, 0.22, 0.24, 0.45, 0.42, 0.46, 0.44, 0.40, 0.42, 0.44